No. 1
Here is an isolated molecule of C15H23N5O4 from the Open Molecules 2025 dataset. Energies are from ωB97M-V/def2-TZVPD.

**Gap between HOMO and LUMO**: 8.2637 eV
**ΔE to the lowest compared entry with this formula, charge and spin**: 458.35 kJ/mol
**SMILES**: C=CCOC[C@H]1COC2(CCN(c3cc(N)[n+]([O-])c(N)n3)CC2)O1

Last columns: bonded neighbours and bond lengths (Å).
Geometry (Å):
1 C -5.980 -4.574 -0.439  C2 1.360, H25 1.088, H26 1.059
2 C -4.678 -4.453 -0.067  C1 1.360, C3 1.515, H27 1.092
3 C -4.230 -4.455 1.381  C2 1.515, O4 1.462, H28 1.110, H29 1.102
4 O -3.290 -3.355 1.593  C3 1.462, C5 1.418
5 C -3.875 -2.131 2.004  O4 1.418, C6 1.561, H30 1.094, H31 1.123
6 C -2.842 -0.971 2.162  C5 1.561, C7 1.495, O24 1.448, H32 1.092
7 C -1.607 -1.390 2.896  C6 1.495, O8 1.432, H33 1.094, H34 1.068
8 O -0.613 -0.513 2.354  C7 1.432, C9 1.435
9 C -0.976 -0.297 0.982  O8 1.435, C10 1.529, C23 1.563, O24 1.408
10 C -0.511 1.136 0.724  C9 1.529, C11 1.533, H35 1.083, H36 1.105
11 C -0.557 1.539 -0.754  C10 1.533, N12 1.480, H37 1.081, H38 1.100
12 N 0.182 0.582 -1.608  C11 1.480, C13 1.379, C22 1.484
13 C 1.479 0.944 -1.905  N12 1.379, C14 1.409, N21 1.340
14 C 2.033 0.652 -3.167  C13 1.409, C15 1.386, H39 1.098
15 C 3.307 1.121 -3.444  C14 1.386, N16 1.383, N17 1.332
16 N 3.893 0.801 -4.655  C15 1.383, H40 0.995, H41 1.023
17 N 3.926 1.852 -2.518  C15 1.332, O18 1.253, C19 1.326
18 O 5.056 2.303 -2.816  N17 1.253
19 C 3.337 2.143 -1.367  N17 1.326, N20 1.393, N21 1.328
20 N 3.937 2.997 -0.444  C19 1.393, H42 1.003, H43 0.991
21 N 2.177 1.621 -0.984  C13 1.340, C19 1.328
22 C -0.165 -0.850 -1.439  N12 1.484, C23 1.547, H44 1.074, H45 1.126
23 C -0.167 -1.260 0.053  C9 1.563, C22 1.547, H46 1.062, H47 1.085
24 O -2.372 -0.453 0.895  C6 1.448, C9 1.408
25 H -6.778 -4.638 0.298  C1 1.088
26 H -6.265 -4.591 -1.460  C1 1.059
27 H -3.900 -4.386 -0.830  C2 1.092
28 H -3.714 -5.408 1.625  C3 1.110
29 H -5.100 -4.379 2.052  C3 1.102
30 H -4.447 -2.284 2.924  C5 1.094
31 H -4.701 -1.884 1.284  C5 1.123
32 H -3.337 -0.199 2.755  C6 1.092
33 H -1.650 -1.239 3.979  C7 1.094
34 H -1.339 -2.407 2.711  C7 1.068
35 H -1.096 1.826 1.319  C10 1.083
36 H 0.537 1.173 1.073  C10 1.105
37 H -0.173 2.543 -0.874  C11 1.081
38 H -1.593 1.576 -1.122  C11 1.100
39 H 1.422 0.088 -3.885  C14 1.098
40 H 3.438 0.073 -5.158  N16 0.995
41 H 4.909 0.895 -4.728  N16 1.023
42 H 3.627 2.911 0.506  N20 1.003
43 H 4.911 3.088 -0.605  N20 0.991
44 H 0.521 -1.466 -1.991  C22 1.074
45 H -1.201 -1.027 -1.842  C22 1.126
46 H -0.621 -2.216 0.139  C23 1.062
47 H 0.849 -1.293 0.430  C23 1.085

No. 2
Here is an isolated molecule of C15H23NO2 from the Open Molecules 2025 dataset. Energies are from ωB97M-V/def2-TZVPD.

**Gap between HOMO and LUMO**: 8.9960 eV
**ΔE to the lowest compared entry with this formula, charge and spin**: 163.64 kJ/mol
**SMILES**: O[C@@H](COc1ccccc1)CN1CCCCCC1

Last columns: bonded neighbours and bond lengths (Å).
Geometry (Å):
1 O -2.291 1.933 1.503  C2 1.405, H19 0.965
2 C -1.479 0.789 1.581  O1 1.405, C3 1.537, C11 1.544, H20 1.094
3 C -1.839 -0.195 0.457  C2 1.537, O4 1.410, H21 1.098, H22 1.099
4 O -1.091 -1.374 0.651  C3 1.410, C5 1.362
5 C -1.122 -2.338 -0.312  O4 1.362, C6 1.390, C10 1.396
6 C -1.913 -2.299 -1.455  C5 1.390, C7 1.386, H23 1.079
7 C -1.855 -3.341 -2.367  C6 1.386, C8 1.382, H24 1.080
8 C -1.021 -4.422 -2.156  C7 1.382, C9 1.387, H25 1.079
9 C -0.235 -4.463 -1.014  C8 1.387, C10 1.379, H26 1.080
10 C -0.282 -3.432 -0.100  C5 1.396, C9 1.379, H27 1.079
11 C 0.027 1.126 1.521  C2 1.544, N12 1.447, H28 1.090, H29 1.097
12 N 0.373 1.737 0.254  C11 1.447, C13 1.451, C18 1.445
13 C 0.371 3.186 0.207  N12 1.451, C14 1.537, H30 1.093, H31 1.103
14 C 1.718 3.886 -0.035  C13 1.537, C15 1.529, H32 1.092, H33 1.093
15 C 2.875 3.341 0.803  C14 1.529, C16 1.527, H34 1.092, H35 1.093
16 C 3.583 2.170 0.125  C15 1.527, C17 1.525, H36 1.093, H37 1.093
17 C 2.757 0.888 0.107  C16 1.525, C18 1.538, H38 1.092, H39 1.092
18 C 1.365 1.038 -0.531  N12 1.445, C17 1.538, H40 1.096, H41 1.092
19 H -2.056 2.400 0.693  O1 0.965
20 H -1.704 0.327 2.547  C2 1.094
21 H -2.917 -0.405 0.488  C3 1.098
22 H -1.590 0.270 -0.507  C3 1.099
23 H -2.578 -1.471 -1.641  C6 1.079
24 H -2.475 -3.300 -3.251  C7 1.080
25 H -0.983 -5.229 -2.872  C8 1.079
26 H 0.420 -5.303 -0.837  C9 1.080
27 H 0.323 -3.447 0.793  C10 1.079
28 H 0.562 0.184 1.644  C11 1.090
29 H 0.266 1.776 2.372  C11 1.097
30 H -0.042 3.552 1.152  C13 1.093
31 H -0.309 3.512 -0.598  C13 1.103
32 H 1.986 3.820 -1.092  C14 1.092
33 H 1.567 4.944 0.190  C14 1.093
34 H 2.512 3.035 1.786  C15 1.092
35 H 3.604 4.140 0.955  C15 1.093
36 H 4.521 1.969 0.648  C16 1.093
37 H 3.835 2.455 -0.900  C16 1.093
38 H 2.641 0.524 1.129  C17 1.092
39 H 3.304 0.125 -0.452  C17 1.092
40 H 0.976 0.032 -0.724  C18 1.096
41 H 1.452 1.548 -1.493  C18 1.092

Taking the records one at a time from the top gives HOMO values of -7.48 -8.16 eV.